(1)
C18H52O11 | wB97M-V/def2-TZVPD

```
81
Properties=species:S:1:pos:R:3:forces:R:3:lowdin_charge:R:1
C 1.48161 -16.09293 -6.49185 -0.2 -0.2 0.9 -0.1796
C 1.09390 -15.52916 -7.83680 1.5 2.2 -0.3 -0.1597
C 2.14567 -16.12581 -8.74547 -0.3 -1.1 -0.5 -0.2224
O 2.19084 -17.43428 -8.26778 0.3 -2.2 0.5 -0.1462
C 2.11233 -17.42107 -6.85236 -0.2 -1.1 0.5 -0.2091
H 0.63502 -16.02633 -5.80852 -0.1 -0.7 0.0 0.1086
H 2.28999 -15.60157 -5.95038 -0.2 1.0 -0.4 0.1092
H 1.29442 -14.46221 -7.73926 -0.8 0.4 -0.5 0.1111
H 0.09689 -15.75869 -8.21281 0.1 0.0 0.4 0.1225
H 3.17213 -15.76130 -8.70529 -0.1 1.0 0.2 0.1222
H 1.85844 -16.28226 -9.78524 -0.1 0.7 -0.1 0.1235
H 3.09098 -17.52173 -6.38309 0.4 0.2 -0.2 0.1025
H 1.59651 -18.30800 -6.48441 -0.4 -0.1 -0.4 0.1175
C 7.27046 -20.80896 -1.44601 -1.2 0.4 -0.7 -0.1132
O 8.33634 -20.07226 -1.97146 0.8 0.3 1.5 -0.1731
C 8.88438 -20.60839 -3.13401 0.1 0.2 -0.2 -0.2117
C 10.17455 -19.96260 -3.52714 1.5 -0.7 -0.2 -0.1890
O 11.28328 -20.37454 -2.74445 -1.0 0.4 2.2 -0.1891
C 12.52470 -19.82378 -3.06390 0.1 -1.0 -1.0 -0.1223
H 6.98319 -20.44181 -0.46073 0.3 0.1 0.0 0.0925
H 7.33011 -21.89721 -1.42998 0.9 -0.2 0.1 0.0914
H 6.43641 -20.63311 -2.12538 -0.6 0.0 0.1 0.0489
H 8.22978 -20.33766 -3.96245 -0.4 -0.6 -0.4 0.1213
H 9.01975 -21.68200 -3.00312 -0.1 -0.2 -0.3 0.1366
H 10.06837 -18.87870 -3.57155 0.1 0.2 0.0 0.1266
H 10.46587 -20.39969 -4.48223 -0.7 0.5 -0.9 0.1249
H 13.26186 -20.32991 -2.44057 0.0 0.2 0.1 0.0902
H 12.66337 -18.74325 -3.02770 -0.5 0.2 0.4 0.0868
H 12.68526 -20.14047 -4.09445 0.7 0.2 -0.4 0.0802
C 4.09248 -13.80080 -2.13368 -0.6 -0.6 0.6 -0.1016
O 3.52636 -14.92878 -2.81005 -0.1 -0.9 0.8 -0.1818
C 2.48863 -15.58120 -2.03056 -0.4 0.3 0.1 -0.1834
C 2.10029 -17.00177 -2.52346 -0.6 3.0 -0.4 -0.2216
O 3.16944 -17.79908 -2.64809 2.7 -2.3 -1.9 -0.2045
C 3.83553 -18.21350 -1.49362 -0.7 0.5 1.4 -0.0706
H 4.92999 -13.34161 -2.65887 -0.5 -0.2 -0.6 0.0860
H 4.52455 -14.08530 -1.17427 -0.1 -0.3 0.3 0.0816
H 3.28423 -13.10076 -1.92205 0.2 0.4 -0.1 0.0835
H 1.59988 -14.95097 -2.06265 -0.3 0.1 -0.2 0.1203
H 2.65775 -15.68762 -0.95903 1.0 0.4 0.2 0.1129
H 1.70186 -16.80941 -3.51963 -0.2 -0.6 -0.1 0.1207
H 1.35257 -17.44712 -1.86720 -0.4 0.2 0.2 0.1318
H 4.57792 -19.00040 -1.62680 -0.3 0.0 -0.7 0.0823
H 3.05125 -18.55165 -0.81638 0.1 -0.4 0.5 0.0936
H 4.34145 -17.38840 -0.99225 0.2 0.2 -0.1 0.0918
C 2.05757 -22.64488 -5.06223 0.1 -0.1 -1.6 -0.1607
O 1.76946 -21.37854 -5.66895 -0.9 -0.6 0.9 -0.1343
H 2.55087 -22.68121 -4.09092 0.2 0.6 0.0 0.0544
H 1.16201 -23.26042 -4.97743 -0.3 0.4 0.0 0.0750
H 2.65124 -23.15279 -5.82229 0.5 -0.5 0.4 0.0730
H 2.48716 -20.76156 -5.50824 0.5 0.1 0.2 0.0139
C 5.69428 -19.34662 -8.62777 -1.7 0.0 -0.5 -0.1464
O 6.68353 -20.27329 -8.99708 0.7 0.0 0.2 -0.1209
H 4.82463 -19.59258 -9.23712 -0.4 0.4 -0.1 0.0832
H 5.31352 -19.46498 -7.61332 0.7 0.0 0.2 0.0682
H 5.97050 -18.31941 -8.86576 0.1 0.1 0.4 0.0859
H 6.85665 -20.00538 -9.90253 0.5 -0.5 -0.1 0.0860
C 5.14944 -20.00563 -4.61776 -0.3 -0.4 0.1 -0.1269
O 3.81373 -19.63851 -4.85279 -0.6 0.1 -0.9 -0.1421
H 5.66720 -19.12228 -4.24398 0.5 -0.4 0.2 0.0873
H 5.10355 -20.86520 -3.94908 0.7 0.1 0.5 0.0758
H 5.61525 -20.37667 -5.53070 -0.1 0.3 -0.1 0.0714
H 3.50717 -19.12149 -4.10425 -0.2 0.4 0.3 0.0506
C 1.81889 -21.42410 -1.82650 -0.3 0.5 -2.5 -0.2019
O 1.04509 -20.74603 -0.93117 -1.1 0.9 3.3 -0.1162
H 1.33795 -22.36619 -2.08966 0.5 -0.3 -0.1 0.0809
H 1.71630 -20.71038 -2.64392 1.1 -0.9 -1.4 0.0766
H 2.87616 -21.52136 -1.57989 -0.2 0.0 0.5 0.0876
H 0.24270 -20.46743 -1.37856 0.1 -0.1 0.1 0.0878
C 7.64115 -16.39521 -2.70522 1.2 0.1 1.2 -0.1116
O 8.33714 -16.29276 -1.40930 -1.1 0.1 -0.8 -0.1390
H 8.35835 -16.84626 -3.39098 -0.2 0.3 -0.4 0.0630
H 6.72399 -16.98238 -2.75168 0.0 -0.1 0.6 0.0572
H 7.39299 -15.35840 -2.93229 0.1 -0.2 -0.4 0.0740
H 8.37383 -17.13710 -0.95395 -0.1 -0.3 -0.3 0.0551
C 9.28268 -22.40024 -7.73907 -1.9 0.6 0.0 -0.1289
O 8.37486 -21.57903 -6.95824 1.1 -0.5 1.0 -0.1620
H 10.16212 -22.71219 -7.17571 -0.1 0.6 0.1 0.0737
H 8.75314 -23.31965 -7.98885 0.1 -0.1 -0.4 0.0705
H 9.49102 -21.81333 -8.63363 0.6 -0.4 -0.1 0.0734
H 7.58151 -21.35277 -7.44916 0.2 -0.1 -0.6 0.0245
```
Positions in Å, forces in eV/Å.

Charge: 0
HOMO (eV): -9.4
Calculated total energy (Ha): -1544.3558
Frontier orbital gap (eV): 9.9
LUMO energy (eV): 0.583
ΔE to the lowest compared entry with this formula, charge and spin (kcal/mol): 115.8
Structure (SMILES): C1CCOC1.COCCOC.COCCOC.CO.CO.CO.CO.CO.CO


(2)
C18H53N2O10 | wB97M-V/def2-TZVPD

```
83
Properties=species:S:1:pos:R:3:forces:R:3:lowdin_charge:R:1
C 27.15900 6.93800 5.28100 -6.3 9.6 9.1 -0.2109
O 25.73500 7.11500 5.12100 0.4 -0.1 -0.8 -0.3948
H 27.14100 6.33200 6.20300 1.3 0.9 1.3 0.0677
H 27.70700 7.90000 5.34200 0.2 -0.8 -0.3 0.0896
H 27.36200 6.23800 4.80700 4.9 -10.4 -9.5 -0.0921
C 25.67600 3.66100 5.54400 2.8 10.9 -3.7 -0.1401
O 24.86400 4.67300 6.18300 0.6 -1.2 0.7 -0.1767
H 26.75100 3.67500 5.90400 -0.2 1.2 -0.3 0.0731
H 25.76400 4.22900 4.42200 -0.3 -3.3 2.2 0.1513
H 25.60800 2.80200 5.93300 -2.8 -7.3 1.4 -0.0231
H 25.27400 5.55700 5.99200 -0.4 0.0 -0.5 0.0146
C 28.18500 4.11700 2.02400 2.5 1.0 0.7 -0.1347
O 28.09600 5.12400 0.99400 5.8 -4.3 0.0 -0.0925
H 28.20900 4.45300 3.09500 -0.5 0.6 -0.9 0.0697
H 29.25100 3.68200 1.99500 -1.8 0.2 -0.6 0.0992
H 27.39300 3.40900 1.96900 -0.4 -0.9 -0.4 0.0566
H 27.37100 5.60100 1.08900 -5.5 3.5 1.1 -0.0558
C 24.84200 10.21900 6.02400 -3.0 -1.6 1.0 -0.1287
O 25.57400 9.18300 6.72400 -0.3 7.4 3.5 -0.1268
H 23.92300 9.62700 5.38200 2.7 2.0 1.4 0.1187
H 25.51800 10.85600 5.42500 -0.5 -0.3 -0.1 0.0524
H 24.24200 10.89500 6.81500 1.5 -1.4 -1.6 0.0981
H 25.55900 8.48400 6.19900 -0.2 -5.9 -4.4 -0.0932
C 26.86400 8.02100 1.95800 3.2 1.5 -1.5 -0.2235
O 26.22000 6.87700 2.15800 -1.7 -5.0 0.6 -0.1522
H 26.44200 8.52800 1.03500 0.7 -0.6 0.8 0.1028
H 28.10600 7.95500 1.85300 -3.0 0.0 0.1 0.1032
H 26.66900 8.63400 2.76800 0.0 1.9 1.7 0.0427
H 26.14900 6.39500 3.07100 0.3 2.6 -1.5 0.1253
C 22.83800 8.17200 3.41700 0.4 6.4 10.8 -0.0764
O 22.80900 7.28400 4.61500 -5.2 3.7 -1.8 -0.0881
H 23.68300 8.94900 3.37400 -1.2 -1.4 0.1 0.1032
H 21.83500 8.61500 3.52100 0.5 0.7 -0.1 0.0875
H 22.73900 7.61900 2.72400 -0.3 -7.1 -9.8 -0.0509
H 23.59800 6.92100 4.73100 6.0 -2.4 0.8 -0.0608
C 22.69400 8.24500 8.73800 -4.6 -1.5 -1.6 -0.2073
O 23.99900 8.11100 8.92900 3.3 3.0 -1.0 -0.2180
C 24.48400 6.80600 9.25400 -2.3 0.9 -7.0 -0.2402
C 25.91900 6.81800 9.22700 1.7 -3.6 -1.8 -0.1998
N 26.50400 7.91800 10.04000 -1.0 -3.4 -1.2 0.0017
C 27.91600 7.86300 9.88800 0.3 0.6 -2.2 -0.2166
C 28.28700 8.75200 8.67900 1.0 1.3 11.7 -0.1688
O 27.62300 9.97700 9.01100 1.9 1.0 -0.2 -0.1437
C 28.03700 10.88800 7.99800 0.7 1.4 5.4 -0.1013
H 22.20400 7.96800 9.72100 -0.5 -0.1 -1.0 0.0775
H 22.51900 7.49000 7.87800 -1.1 0.7 1.3 0.0991
H 21.97700 9.20200 8.32800 3.3 -1.6 1.1 0.1393
H 23.86400 6.02700 8.61800 1.8 1.1 0.8 0.1676
H 24.09600 6.80300 10.11100 -2.6 -1.5 7.8 0.0340
H 26.23300 6.68800 8.10600 0.0 1.1 2.1 0.1352
H 26.10700 5.64800 9.62200 0.3 2.7 -0.5 0.1685
H 26.33300 7.53700 10.94400 -0.5 0.3 1.2 0.1013
H 28.50400 6.95400 9.90300 -0.6 -1.4 -0.8 0.1108
H 28.27100 8.20800 10.79000 1.3 2.1 1.8 0.0883
H 27.86900 8.61500 7.90000 -5.1 -3.6 -10.3 -0.0068
H 29.30000 8.62300 8.62500 3.2 1.1 -0.4 0.1022
H 27.57100 11.81000 8.21800 -0.9 1.2 0.2 0.0803
H 27.70600 10.60200 7.11400 -0.8 -1.6 -4.5 0.0183
H 29.07000 11.11900 8.21500 0.9 -0.2 -1.0 0.0932
C 29.90300 10.94000 4.96500 -6.3 1.5 -1.5 -0.0826
O 30.06100 10.95400 3.55900 -0.5 2.6 0.4 -0.1633
C 30.44100 9.76400 2.97700 -4.2 -0.1 -0.6 -0.2288
C 30.18800 9.84100 1.48900 -4.2 -3.6 -2.0 -0.1841
N 30.55500 8.55300 0.85200 -1.8 -2.6 2.3 -0.0931
C 30.48700 8.51700 -0.56500 -4.7 -1.9 0.7 -0.2678
C 30.78100 7.14200 -1.00600 1.4 -3.0 -0.7 -0.2338
O 30.62400 6.79200 -2.40000 -1.6 0.4 0.7 -0.1769
C 29.24900 6.68500 -2.81200 0.7 2.0 -1.8 -0.1134
H 29.42800 11.88400 5.49500 0.5 -1.5 -2.0 0.1373
H 30.76400 10.92000 5.34600 7.2 -0.4 3.3 -0.0002
H 29.35600 10.08100 5.33300 -0.4 -0.4 -0.2 0.0762
H 29.72900 9.05900 3.40200 0.2 -1.0 -0.1 0.1131
H 31.40400 9.45400 3.15900 2.5 -0.6 0.4 0.1033
H 30.64700 10.59900 1.03300 2.8 2.9 -1.5 0.0594
H 29.09800 10.01800 0.90000 1.6 0.0 2.8 0.1697
H 29.77800 7.75700 1.14500 2.6 2.7 -0.4 0.1501
H 31.19500 9.08600 -0.94700 3.0 3.2 -2.0 0.0774
H 29.44200 8.76700 -0.97200 1.1 0.3 0.4 0.1431
H 30.48000 6.30200 -0.35400 -1.4 0.6 -0.1 0.1262
H 31.81600 6.92700 -0.86700 1.4 0.5 0.0 0.1097
H 29.13000 5.86100 -3.50300 0.3 -0.2 -0.3 0.0732
H 28.89300 7.64500 -3.33400 0.7 -1.2 0.4 0.1015
H 28.52600 6.54600 -2.06700 -0.6 -0.4 1.8 0.0547
```
Positions in Å, forces in eV/Å.

Charge: -1
HOMO (eV): -4.8
Calculated total energy (Ha): -1578.7990
Frontier orbital gap (eV): 7.5
LUMO energy (eV): 2.724
ΔE to the lowest compared entry with this formula, charge and spin (kcal/mol): 180.8